{
  "formula": "CH6N5",
  "method": "the ωB97M-V functional and the def2-TZVPD basis",
  "species": ["C", "N", "N", "N", "N", "N", "H", "H", "H", "H", "H", "H"],
  "xyz": [[0.94, -0.95, -0.54], [2.19, -0.76, 0.15], [2.61, 0.23, 0.52], [0.88, 1.25, -0.20], [0.23, 0.31, -0.58], [-1.86, 0.21, 0.43], [1.03, -1.33, -1.54], [0.38, -1.67, -0.14], [0.45, 2.18, -0.10], [-2.04, 0.39, 1.52], [-2.26, -0.72, 0.38], [-2.55, 0.86, 0.10]],
  "mulliken_charge": [-0.137, 0.267, -0.042, -0.339, 0.238, -0.785, 0.340, 0.321, 0.286, 0.308, 0.269, 0.273],
  "fmax_ev_per_a": 4.7,
  "e_homo_ev": [-14.262, -14.261],
  "total_charge": 1,
  "orbital_gap_ha": [0.3235, 0.3235],
  "multiplicity": 1,
  "total_energy_ha": -315.0834,
  "lumo_energy_ev": [-5.458, -5.458]
}